(1)
{
  "formula": "C2H8NOP",
  "method": "ωB97M-V with the def2-TZVPD basis set",
  "symbols": ["P", "O", "N", "C", "C", "H", "H", "H", "H", "H", "H", "H", "H"],
  "xyz": [[-1.24156, 0.28944, -0.63337], [-1.44061, 1.47089, 0.49569], [-2.25389, -0.85418, 0.18344], [1.63181, 0.52453, -0.45349], [0.44713, -0.32972, 0.07000], [-1.73391, -1.61820, 0.56935], [2.09364, 1.13338, 0.36061], [0.69788, -1.30912, -0.08005], [1.17416, 1.29576, -1.20769], [-2.98170, -1.19454, -0.43003], [2.42954, -0.00299, -1.06074], [0.44682, -0.34319, 1.10114], [-1.90625, 2.32418, 0.19722]],
  "homo_lumo_gap_ev": 10.000,
  "smiles": "CCP(N)O",
  "lumo_ev": 1.1,
  "e_tot_ev": -15030.1943,
  "de_lowest_kj_mol": 89.6
}


(2)
{
  "formula": "C2H8NOPS",
  "method": "ωB97M-V with the def2-TZVPD basis set",
  "symbols": ["S", "P", "O", "N", "C", "C", "H", "H", "H", "H", "H", "H", "H", "H"],
  "xyz": [[-1.70076, -0.29740, 0.49312], [1.10700, -1.33342, 0.25561], [-2.40664, 0.93100, 0.14291], [-2.29539, -1.48643, -0.57822], [0.57690, 1.46089, 0.28799], [-0.13338, -0.01894, -0.26185], [2.18727, -1.07072, -0.53165], [1.40347, -0.60076, 1.40850], [-0.17680, 2.19891, 0.37241], [1.11843, 1.07900, 1.16995], [1.37664, 1.60404, -0.38456], [-1.59429, -2.12015, -0.86896], [-2.83550, -0.98996, -1.32211], [-0.42449, 0.17751, -1.23274]],
  "homo_lumo_gap_ev": 10.125,
  "lumo_ev": 0.9,
  "e_tot_ev": -25862.7920,
  "de_lowest_kj_mol": 482.8
}


(3)
{
  "formula": "C2H8NOPS",
  "method": "ωB97M-V with the def2-TZVPD basis set",
  "symbols": ["S", "P", "O", "N", "C", "C", "H", "H", "H", "H", "H", "H", "H", "H"],
  "xyz": [[-0.19457, 1.08446, 1.27012], [-0.89740, -0.58185, 0.09183], [-2.03519, -0.22729, -0.71604], [-1.41818, -1.79999, 1.02624], [1.12342, -1.66481, -0.72667], [-1.13556, 2.58962, 0.62850], [-0.32776, 3.26127, 0.41744], [1.14168, -2.25362, 0.20244], [-1.79278, 2.92147, 1.43956], [1.80416, -0.82869, -0.64485], [-1.75236, 2.30161, -0.22598], [-2.36037, -1.55613, 1.36308], [-0.72691, -2.12324, 1.70475], [0.87643, -2.21397, -1.63462]],
  "homo_lumo_gap_ev": 9.316,
  "lumo_ev": 0.3,
  "e_tot_ev": -25865.0712,
  "de_lowest_kj_mol": 262.8
}


(4)
{
  "formula": "C2H8NOPS",
  "method": "ωB97M-V with the def2-TZVPD basis set",
  "symbols": ["S", "P", "O", "N", "C", "C", "H", "H", "H", "H", "H", "H", "H", "H"],
  "xyz": [[-0.21064, -0.94974, -0.42609], [-0.64722, -0.36458, 2.82124], [-1.52359, -0.54443, -0.90621], [0.71837, -1.34257, -1.99897], [0.10077, 1.82043, -0.34129], [0.58429, 0.49716, 0.08249], [-0.93727, 1.76749, -0.40347], [-1.45133, -1.54754, 2.94688], [0.12774, 2.64802, 0.37354], [0.54673, -1.13344, 3.00690], [0.01480, -0.96037, -2.66049], [0.48179, 2.02287, -1.30393], [0.97121, -2.24534, -2.21384], [1.22435, 0.33205, 1.02324]],
  "homo_lumo_gap_ev": [7.368, 7.846],
  "lumo_ev": [-1.3, -0.8],
  "e_tot_ev": -25860.2933,
  "de_lowest_kj_mol": 723.8
}


(5)
{
  "formula": "C2H8NOS",
  "method": "ωB97M-V with the def2-TZVPD basis set",
  "symbols": ["S", "O", "N", "C", "C", "H", "H", "H", "H", "H", "H", "H", "H"],
  "xyz": [[-0.23914, 0.73325, 0.23889], [2.50088, 3.18237, -0.63636], [-1.24542, -2.38975, -0.78694], [-0.25095, -1.89920, 0.13015], [-0.85828, -0.87725, 0.97362], [2.26213, 3.22212, 0.29908], [0.55275, -1.41043, -0.36937], [0.25551, -2.84338, 0.60419], [-2.13348, -2.17443, -0.37402], [-0.48314, -0.93189, 1.96279], [1.94516, 3.59968, -1.24208], [-1.91555, -1.10982, 1.10715], [-1.29089, -2.15591, -1.83309]],
  "homo_lumo_gap_ev": 6.174,
  "lumo_ev": 3.9,
  "e_tot_ev": -16576.1116,
  "de_lowest_kj_mol": 165.7,
  "total_charge": -1
}


(6)
{
  "formula": "C2H8NOS",
  "method": "ωB97M-V with the def2-TZVPD basis set",
  "symbols": ["S", "O", "N", "C", "C", "H", "H", "H", "H", "H", "H", "H", "H"],
  "xyz": [[-1.65391, 0.02283, -1.12711], [1.41565, 0.37063, -1.16978], [1.12528, -1.73918, -0.11515], [1.58827, -0.35661, -0.01325], [-1.83644, 1.05268, 0.36753], [-2.22969, 0.30400, 1.17621], [0.31847, -1.63703, -0.74723], [-0.92365, 1.55422, 0.75210], [0.73441, -1.98190, 0.81815], [0.38859, 0.52185, -1.24572], [-2.44528, 2.02442, 0.23481], [2.61950, -0.25787, 0.31859], [0.89880, 0.12196, 0.75086]],
  "homo_lumo_gap_ev": 7.205,
  "lumo_ev": 4.2,
  "e_tot_ev": -16576.9025,
  "de_lowest_kj_mol": 89.4,
  "total_charge": -1
}


(7)
{
  "formula": "C2H8NOS",
  "method": "ωB97M-V with the def2-TZVPD basis set",
  "symbols": ["S", "O", "N", "C", "C", "H", "H", "H", "H", "H", "H", "H", "H"],
  "xyz": [[-0.52982, 0.26446, -0.77347], [2.69507, -0.12878, 0.05624], [1.58922, 0.65712, 0.08280], [-1.45460, 1.19591, 0.42907], [-0.53933, -1.49404, -0.56099], [-1.58414, 2.27801, 0.05751], [-0.46545, -1.58058, 0.57205], [-2.43639, 0.67373, 0.76736], [0.43242, -1.98852, -0.90674], [1.90824, 1.34693, -0.72818], [2.71641, -0.54083, 0.90579], [-1.42771, -1.80596, -1.18593], [-0.90392, 1.12256, 1.28450]],
  "homo_lumo_gap_ev": [8.701, 8.060],
  "lumo_ev": [-5.7, -6.4],
  "e_tot_ev": -16564.9298,
  "de_lowest_kj_mol": 512.8,
  "total_charge": 1
}


(8)
{
  "formula": "C2H8NPS",
  "method": "ωB97M-V with the def2-TZVPD basis set",
  "symbols": ["S", "P", "N", "C", "C", "H", "H", "H", "H", "H", "H", "H", "H"],
  "xyz": [[-0.52459, 1.38540, 1.75792], [0.12762, 0.37511, 0.08647], [-1.70625, -0.30612, -0.84230], [0.63672, -1.30245, 0.58376], [1.41450, 1.19724, -0.63013], [1.55660, -1.23206, 1.16118], [-0.15276, -1.78285, 1.15444], [1.25927, 2.24413, -0.83934], [-1.41826, -0.40538, -1.80784], [-1.55380, 0.56223, 1.93839], [-2.32944, 0.49470, -0.80084], [1.87537, 0.63908, -1.43367], [0.81500, -1.86904, -0.32804]],
  "homo_lumo_gap_ev": 8.500,
  "smiles": "C=[P@](C)(N)S",
  "lumo_ev": 0.6,
  "e_tot_ev": -23816.2972,
  "de_lowest_kj_mol": 113.2
}


(9)
{
  "formula": "C2H8NPSn",
  "method": "ωB97M-V with the def2-TZVPD basis set",
  "symbols": ["Sn", "P", "N", "C", "C", "H", "H", "H", "H", "H", "H", "H", "H"],
  "xyz": [[-2.90994, -2.20683, -1.03462], [-1.56980, -0.29802, 0.77266], [-0.69113, 0.81062, -0.03084], [1.69547, -0.04548, -0.19048], [0.73867, 0.94870, 0.45152], [1.00878, 1.97757, 0.21460], [-2.84498, -0.29966, 0.03603], [1.19380, -0.96483, -0.50855], [2.20580, 0.38556, -1.05111], [0.72320, 0.88892, 1.54244], [-1.27495, -1.74509, 0.31727], [2.46634, -0.33543, 0.52362], [-0.74124, 0.88398, -1.04256]],
  "homo_lumo_gap_ev": 6.596,
  "lumo_ev": -12.0,
  "e_tot_ev": -18792.6798,
  "total_charge": 2
}


(10)
{
  "formula": "C2H8NSe",
  "method": "ωB97M-V with the def2-TZVPD basis set",
  "symbols": ["Se", "N", "C", "C", "H", "H", "H", "H", "H", "H", "H", "H"],
  "xyz": [[-2.04800, 0.02535, -0.12400], [0.34594, 1.28962, -0.07259], [-0.26505, -0.10745, 0.63540], [0.59630, -1.30277, 0.18585], [1.53387, -1.34207, 0.60413], [-0.40484, 1.93681, 0.23798], [0.75736, -1.00969, -0.86978], [1.23864, 1.74524, 0.12922], [0.09313, -2.30336, 0.15778], [0.19400, 1.04714, -1.02244], [-1.56716, 0.07418, -1.51680], [-0.47418, -0.05301, 1.65524]],
  "homo_lumo_gap_ev": 10.309,
  "smiles": "C[C@@H]([NH3+])[SeH]",
  "lumo_ev": -3.8,
  "e_tot_ev": -69031.9881,
  "de_lowest_kj_mol": 39.3,
  "total_charge": 1
}


(11)
{
  "formula": "C2H8NSi",
  "method": "ωB97M-V with the def2-TZVPD basis set",
  "symbols": ["Si", "N", "C", "C", "H", "H", "H", "H", "H", "H", "H", "H"],
  "xyz": [[0.86244, -1.76422, 1.08618], [0.12943, 0.88489, -1.71639], [-0.21754, -0.32746, -1.28775], [-0.42493, -0.55700, 0.13328], [0.78393, 1.11301, -2.48581], [-0.01722, -2.90344, 1.34953], [0.03402, 1.84199, 2.61922], [0.51814, 1.87566, 2.00743], [0.04648, 1.59309, -0.92645], [-0.08000, -1.09157, -2.02285], [-1.34670, -0.97888, 0.51115], [-0.28804, 0.31394, 0.73246]],
  "homo_lumo_gap_ev": 7.446,
  "lumo_ev": -5.6,
  "e_tot_ev": -11560.8674,
  "de_lowest_kj_mol": 253.0,
  "total_charge": 1
}


(12)
{
  "formula": "C2H8O",
  "method": "ωB97M-V with the def2-TZVPD basis set",
  "symbols": ["O", "C", "C", "H", "H", "H", "H", "H", "H", "H", "H"],
  "xyz": [[-2.72762, -0.55569, 0.06688], [0.79075, 0.16126, -0.86115], [1.41894, 0.06459, 0.67678], [1.60621, -1.00446, 0.91580], [-0.00965, -0.61847, -1.11778], [0.58238, 0.44218, 1.32934], [-3.71394, -0.47005, 0.05625], [2.35245, 0.66214, 0.88853], [1.61231, -0.04712, -1.58998], [0.55769, 1.21632, -1.05251], [-2.46951, 0.14929, 0.68784]],
  "homo_lumo_gap_ev": 12.364,
  "smiles": "CC.O",
  "lumo_ev": 0.8,
  "e_tot_ev": -4250.6170,
  "de_lowest_kj_mol": 46.8
}


(13)
{
  "formula": "C2H8O2",
  "method": "ωB97M-V with the def2-TZVPD basis set",
  "symbols": ["O", "O", "C", "C", "H", "H", "H", "H", "H", "H", "H", "H"],
  "xyz": [[1.48659, 0.56635, -0.83477], [-1.72442, 0.06751, 2.22087], [-1.58919, -0.51166, 0.90972], [1.63275, -0.10645, -2.10503], [0.85483, 0.29091, -2.74243], [2.35226, 0.50410, -0.40550], [-2.11845, -1.44526, 0.92226], [1.56571, -1.18898, -1.99034], [-1.22925, 0.89007, 2.21157], [-2.05277, 0.05720, 0.09779], [-0.50875, -0.57017, 0.73009], [2.61286, 0.12158, -2.52563]],
  "homo_lumo_gap_ev": 10.882,
  "smiles": "CO.CO",
  "lumo_ev": 0.8,
  "e_tot_ev": -6297.5705,
  "de_lowest_kj_mol": 81.0
}


(14)
{
  "formula": "C2H8O2",
  "method": "ωB97M-V with the def2-TZVPD basis set",
  "symbols": ["O", "O", "C", "C", "H", "H", "H", "H", "H", "H", "H", "H"],
  "xyz": [[-0.48240, -0.95389, -1.58984], [0.99502, 0.33349, 0.46880], [1.53621, 1.56837, 0.95291], [-1.43118, -1.52390, -0.69495], [0.34816, 0.00652, 1.09351], [2.60429, 1.62775, 0.78595], [1.00153, 2.36352, 0.43602], [-0.83761, -0.15153, -1.97495], [-1.12299, -2.55911, -0.59665], [1.32642, 1.68097, 2.01585], [-2.44179, -1.45917, -1.11299], [-1.49565, -0.93300, 0.21634]],
  "homo_lumo_gap_ev": 10.835,
  "smiles": "CO.CO",
  "lumo_ev": 0.9,
  "e_tot_ev": -6297.3816,
  "de_lowest_kj_mol": 99.3
}


(15)
{
  "formula": "C2H8O2P2S",
  "method": "ωB97M-V with the def2-TZVPD basis set",
  "symbols": ["S", "P", "P", "O", "O", "C", "C", "H", "H", "H", "H", "H", "H", "H", "H"],
  "xyz": [[-2.42419, 1.14390, -0.01054], [1.85899, -0.70784, 0.69956], [1.56764, 1.21887, -0.26728], [0.63672, 1.86538, 0.91704], [0.46968, 0.65756, -1.35991], [-1.47512, -0.11450, 0.35173], [-1.59494, -1.44306, -0.27516], [0.33228, 1.22448, -2.11837], [-2.39240, -1.45249, -1.01303], [2.84688, -0.19019, 1.53748], [2.78240, -1.10525, -0.26398], [-1.78920, -2.19473, 0.49134], [0.58313, 2.82459, 0.90773], [-0.65048, -1.70720, -0.75322], [-0.75138, -0.01951, 1.15661]],
  "homo_lumo_gap_ev": 8.543,
  "smiles": "OP(O)#[PH2].CC=S",
  "lumo_ev": 0.3,
  "e_tot_ev": -35711.1739,
  "de_lowest_kj_mol": 0.0
}


(16)
{
  "formula": "C2H8O3",
  "method": "ωB97M-V with the def2-TZVPD basis set",
  "symbols": ["O", "O", "O", "C", "C", "H", "H", "H", "H", "H", "H", "H", "H"],
  "xyz": [[0.79118, -0.13421, -0.45053], [0.98944, 1.21552, -2.94508], [-0.72588, -1.76313, 1.52547], [0.16477, 0.35188, 0.74677], [-1.06315, -0.44382, 1.09626], [-0.56562, -2.30058, 0.74475], [-1.52756, 0.04458, 1.95609], [1.57041, -0.63193, -0.19005], [-1.74214, -0.49492, 0.24490], [0.34489, 1.84582, -2.61365], [1.03867, 0.54708, -2.25024], [0.86037, 0.37680, 1.58630], [-0.13539, 1.38693, 0.54902]],
  "homo_lumo_gap_ev": 11.133,
  "smiles": "OCCO.O",
  "lumo_ev": 0.6,
  "e_tot_ev": -8345.6951,
  "de_lowest_kj_mol": 29.6
}


(17)
{
  "formula": "C2H8O3",
  "method": "ωB97M-V with the def2-TZVPD basis set",
  "symbols": ["O", "O", "O", "C", "C", "H", "H", "H", "H", "H", "H", "H", "H"],
  "xyz": [[0.05797, -0.01605, 1.30759], [-1.51374, 3.67883, 0.53409], [0.00323, -4.18284, -0.39781], [1.02690, -0.53678, -0.74837], [0.53859, 0.35526, 0.20828], [-2.02186, 3.37584, -0.22661], [-0.72939, -3.55881, -0.47953], [0.87718, -1.59431, -0.55680], [0.73481, 1.42229, 0.15148], [0.63080, -3.87291, -1.05893], [1.77276, -0.18547, -1.44939], [-1.77772, 4.59634, 0.66970], [0.40046, 0.51860, 2.04628]],
  "homo_lumo_gap_ev": [9.647, 6.160],
  "lumo_ev": [-5.3, -8.8],
  "e_tot_ev": -8335.7949,
  "multiplicity": 2,
  "s_squared": 0.756,
  "de_lowest_kj_mol": 106.4,
  "total_charge": 1
}


(18)
{
  "formula": "C2H8O3P2",
  "method": "ωB97M-V with the def2-TZVPD basis set",
  "symbols": ["P", "P", "O", "O", "O", "C", "C", "H", "H", "H", "H", "H", "H", "H", "H"],
  "xyz": [[1.50515, 1.20776, 2.60441], [0.56882, 0.28916, 0.82393], [1.63724, 1.01437, -0.13878], [2.96206, 1.48340, 1.89459], [-0.44474, -1.77089, -1.74500], [-0.79077, -0.67385, -1.24818], [-2.23587, -0.52801, -1.15654], [-2.48686, -0.53067, -0.15217], [-1.28765, -2.31234, -1.94029], [2.83512, 1.06582, 1.09113], [-0.45398, 1.19959, 0.97177], [1.90907, 0.01212, 3.15796], [1.73359, 0.44687, -0.94082], [-2.63691, 0.42710, -1.56403], [-2.81427, -1.33043, -1.65798]],
  "homo_lumo_gap_ev": 7.959,
  "lumo_ev": 0.4,
  "e_tot_ev": -26920.1468
}


(19)
{
  "formula": "C2H8O3Si",
  "method": "ωB97M-V with the def2-TZVPD basis set",
  "symbols": ["Si", "O", "O", "O", "C", "C", "H", "H", "H", "H", "H", "H", "H", "H"],
  "xyz": [[0.40102, 0.16433, 0.96187], [1.42744, 1.01234, 0.03163], [-0.60270, -0.71970, -0.60785], [1.23668, -0.93940, 1.80102], [1.03993, 1.87161, -1.05085], [-1.70011, -1.47320, -0.19937], [-2.18202, -1.23003, 0.77951], [-0.66973, 0.61667, 1.69801], [0.14554, 2.33684, -0.80249], [0.92339, 1.12990, -1.86839], [-2.53898, -1.20040, -0.85497], [-1.36657, -2.51330, -0.22799], [2.00835, -1.61175, 1.59647], [1.87777, 2.55611, -1.25661]],
  "homo_lumo_gap_ev": 9.797,
  "smiles": "CO[SiH](O)OC",
  "lumo_ev": 0.6,
  "e_tot_ev": -16224.7755,
  "de_lowest_kj_mol": 106.1
}


(20)
{
  "formula": "C2H8OP4",
  "method": "ωB97M-V with the def2-TZVPD basis set",
  "symbols": ["P", "P", "P", "P", "O", "C", "C", "H", "H", "H", "H", "H", "H", "H", "H"],
  "xyz": [[-3.01812, 0.33587, 0.34439], [0.62124, -2.66322, 0.49026], [-2.15050, -1.20476, -0.83087], [-0.02772, -0.66177, -0.15099], [2.87867, 0.02965, -0.35160], [1.89159, 0.67093, -0.31788], [1.41591, 2.08028, -0.25803], [-0.52848, -0.13541, 0.95256], [0.71965, -3.17734, -0.72557], [0.78182, 2.19354, -1.13414], [2.10016, -2.28114, 0.62742], [0.63733, 2.14054, 0.44697], [-3.33260, -0.34195, 1.50879], [2.24725, 2.82076, -0.31840], [-4.23619, 0.19402, -0.28289]],
  "homo_lumo_gap_ev": [6.248, 6.250],
  "lumo_ev": [-0.5, -0.5],
  "e_tot_ev": -41402.2994,
  "de_lowest_kj_mol": 157.3
}